{
  "formula": "C2HBrFN",
  "method": "ωB97M-V/def2-TZVPD",
  "symbols": ["Br", "F", "N", "C", "C", "H"],
  "coordinates": [[-2.63828, 0.23069, -0.18284], [-1.05517, -0.67193, 1.76062], [-0.34327, -2.80018, -0.72679], [-1.03966, -0.66164, 0.44426], [-0.65479, -1.83609, -0.20134], [-0.16156, 0.54621, -0.23570]],
  "forces_ev_per_angstrom": [[-0.5977, -0.6093, -0.0779], [0.4953, -0.3011, 0.4952], [0.2892, -0.7083, -0.4365], [1.3292, 6.0179, -2.0542], [-0.0121, -0.8482, -0.1736], [-1.5040, -3.5509, 2.2470]],
  "multiplicity": 1,
  "de_lowest_kcal_mol": 46.7
}